[1]
This record from OMol25 describes a structure of composition C4H3N3 in a non-equilibrium geometry. The level of theory is ωB97M-V/def2-TZVPD.

Each line ends with the Löwdin charge.
Atoms and positions in Å:
1 C 1.7593 1.9185 1.9782  -0.017
2 C 0.9914 1.2285 1.4130  0.015
3 C -1.4726 -0.9660 -0.7677  -0.169
4 C -0.0537 0.1791 0.0951  -0.287
5 N -1.3036 -0.1618 0.2529  0.099
6 N 0.5850 -0.2464 -0.9606  0.080
7 N -0.3451 -1.0561 -1.5036  0.020
8 H 2.5208 2.2369 2.6010  -0.005
9 H -2.4251 -1.4166 -0.8616  0.114
10 H -0.2565 -1.7161 -2.2467  0.150

Summary:
multiplicity: 1
gap between HOMO and LUMO: 10.82 eV
F_max: 8.4 eV Å⁻¹
relative energy (zero: lowest compared OMol25 entry of this formula, charge and spin): 4.6160 eV

---

[2]
This record from OMol25 describes the molecule C2H3N3O in a non-equilibrium geometry. The level of theory is ωB97M-V/def2-TZVPD.

Each line ends with the Löwdin charge.
Atoms and positions in Å:
1 O 1.8380 -0.6646 -0.2601  -0.050
2 N 0.6809 0.0599 -0.2788  -0.244
3 C -0.4810 -0.3341 -0.8162  -0.059
4 C -1.3427 0.4108 -0.0461  -0.086
5 N -0.5957 1.0446 1.1377  0.026
6 N 0.5929 0.6836 0.9211  -0.034
7 H 2.2907 -0.5573 0.7520  0.216
8 H -0.4853 -1.0920 -1.5549  0.115
9 H -2.4977 0.4491 0.1452  0.116

Summary:
multiplicity: 1
gap between HOMO and LUMO: 9.97 eV
SMILES: On1ccnn1
F_max: 4.9 eV Å⁻¹
relative energy (zero: lowest compared OMol25 entry of this formula, charge and spin): 4.6984 eV

---

[3]
This record from OMol25 describes a cluster of 8 separate species, C8H28O7 in total in a non-equilibrium geometry. The level of theory is ωB97M-V/def2-TZVPD.

Each line ends with the Löwdin charge.
Atoms and positions in Å:
1 C -1.4222 -3.2272 1.4945  -0.091
2 C -0.8206 -2.1635 0.5974  -0.147
3 C -0.9874 -0.8939 0.9667  -0.124
4 C -0.4082 0.1968 0.1305  -0.115
5 C 0.6422 0.9504 0.4532  -0.105
6 C 1.2318 1.8830 -0.5788  -0.214
7 C 0.2669 3.0033 -0.9457  -0.296
8 C 0.9223 4.2248 -1.5430  -0.124
9 H -1.7476 -4.0813 0.8831  0.070
10 H -2.3174 -2.9046 2.0097  0.073
11 H -0.5891 -3.6283 2.0677  0.074
12 H -0.2177 -2.4186 -0.2585  0.084
13 H -1.5155 -0.5364 1.8459  0.108
14 H -1.0358 0.5586 -0.6862  0.093
15 H 1.1568 0.9441 1.4098  0.111
16 H 2.0619 2.4320 -0.1002  0.111
17 H 1.6819 1.4540 -1.4778  0.115
18 H -0.3962 3.2455 -0.1049  0.114
19 H -0.4991 2.6715 -1.6701  0.099
20 H 1.3054 4.9274 -0.7924  0.074
21 H 0.2312 4.8550 -2.0979  0.065
22 H 1.7629 3.9347 -2.1808  0.075
23 O -3.1963 -0.7285 -2.9268  -0.052
24 H -2.8352 -0.5847 -2.0491  0.006
25 H -3.3694 0.1386 -3.2946  0.029
26 O 2.1895 -0.8184 3.8904  -0.063
27 H 2.3870 -0.9228 2.9373  0.007
28 H 2.1383 -1.6792 4.2587  0.040
29 O 0.3089 -1.7676 -3.7260  -0.048
30 H 0.6194 -1.4469 -4.5730  0.038
31 H -0.5704 -1.4515 -3.5019  0.022
32 O 1.9438 -2.1814 -1.1664  -0.056
33 H 2.2134 -1.7522 -1.9832  0.036
34 H 1.6516 -3.0141 -1.5549  0.050
35 O -0.0946 -0.0357 4.7571  -0.108
36 H 0.8777 0.0577 4.5811  0.003
37 H -0.3351 -0.4816 3.9391  -0.008
38 O 2.4951 -1.8100 1.4396  -0.044
39 H 1.8207 -1.3504 0.9146  0.010
40 H 3.2842 -1.4852 1.0377  0.047
41 O -3.5086 1.8163 -0.9525  -0.041
42 H -3.7632 1.3721 -0.1552  0.042
43 H -3.5632 2.6978 -1.2943  0.039

Summary:
multiplicity: 1
gap between HOMO and LUMO: 9.50 eV
SMILES: C/C=C/C=C/CCC.O.O.O.O.O.O.O
F_max: 3.1 eV Å⁻¹
relative energy (zero: lowest compared OMol25 entry of this formula, charge and spin): 2.1279 eV

---

[4]
This record from OMol25 describes a structure of composition C15H14FeHoI2O7S in a non-equilibrium geometry. The level of theory is ωB97M-V/def2-TZVPD.

Each line ends with the Löwdin charge.
Atoms and positions in Å:
1 I -0.8430 0.9073 3.6373  1.239
2 I -2.0873 -0.8236 -3.2916  0.830
3 Ho -0.5353 0.0386 -1.0981  0.709
4 Fe 0.1043 1.0473 1.5801  -0.239
5 S -2.0584 1.4791 0.2453  0.671
6 C 0.7395 2.6544 1.3468  -0.169
7 C 1.7829 0.2477 1.8059  -0.059
8 C -2.3818 3.1841 -0.2852  -0.855
9 C -3.5569 3.0483 -1.2620  -0.073
10 C -1.2382 3.9808 -0.9010  -0.064
11 C -2.8161 3.7251 1.0875  -0.110
12 C 1.4666 -0.9623 -2.0490  -0.014
13 C 0.5301 1.8152 -2.5530  -0.008
14 O 2.7979 -0.0845 2.2673  0.265
15 O 1.1777 3.7302 1.5106  0.258
16 O 2.3363 -1.6170 -2.4358  0.223
17 O 0.8243 2.6245 -3.3342  0.213
18 H -3.8897 4.0544 -1.5244  0.129
19 H -4.3773 2.4921 -0.7957  0.103
20 H -3.2520 2.5147 -2.1697  0.076
21 H -1.2833 4.9901 -0.4750  0.126
22 H -1.3621 4.0584 -1.9850  0.101
23 H -0.2386 3.5954 -0.6863  0.027
24 H -3.1530 4.7441 0.9389  0.117
25 H -1.9840 3.7032 1.7980  0.067
26 H -3.6268 3.1059 1.4872  0.096
27 O 0.5931 -3.6696 -1.6086  0.140
28 C 1.3961 -3.9256 -0.5539  -0.157
29 C 2.3968 -4.8880 -0.7842  0.110
30 C 3.2630 -5.2854 0.2255  0.059
31 C 3.1543 -4.7227 1.4960  0.097
32 C 2.1823 -3.7555 1.7304  0.080
33 C 1.3088 -3.3161 0.7492  -0.020
34 C 0.3687 -2.2702 1.2528  -0.552
35 O 0.1008 -2.1555 2.4284  0.116
36 O -0.1191 -1.4891 0.3102  -0.280
37 H -0.1414 -3.0587 -1.4018  0.097
38 H 2.4793 -5.3323 -1.7742  0.167
39 H 4.0314 -6.0425 0.0357  0.162
40 H 3.8143 -5.0217 2.3036  0.162
41 H 2.0958 -3.3206 2.7318  0.160

Summary:
multiplicity: 10
net charge: +4
gap between HOMO and LUMO (alpha / beta): 6.83 / 5.07 eV
F_max: 8.5 eV Å⁻¹

---

[5]
This record from OMol25 describes a structure of composition C10H18Br2Cl11OS. The level of theory is ωB97M-V/def2-TZVPD.

Each line ends with the Löwdin charge.
Atoms and positions in Å:
1 C -1.4872 -2.5309 1.6211  -0.148
2 C -0.3652 -2.3370 0.5996  -0.781
3 Br 1.3596 -2.2326 1.5007  0.766
4 C -0.6590 -1.1081 -0.2812  -0.947
5 Br -1.1987 -1.6117 -2.0682  0.790
6 S 0.7655 -0.0262 -0.5419  1.018
7 C 0.6806 1.2512 0.7222  -0.374
8 C 2.0886 1.8194 0.8260  -0.895
9 O 2.5261 2.5387 -0.0142  0.067
10 Cl 3.0023 1.3237 2.2045  0.781
11 H -1.0817 -3.1065 2.4493  0.068
12 H -2.2839 -3.1366 1.1896  0.102
13 H -1.8845 -1.5885 1.9746  -0.001
14 H -0.3031 -3.2223 -0.0233  0.072
15 H -1.5004 -0.5458 0.1138  0.030
16 H 0.3968 0.6504 -1.6433  0.017
17 H 0.0336 2.0637 0.4028  0.077
18 H 0.3612 0.8116 1.6621  0.024
19 C 5.1107 2.7215 -2.2600  -1.038
20 Cl 4.6541 3.9871 -3.4033  0.515
21 Cl 5.7815 1.2989 -3.0698  0.505
22 H 5.8553 3.1180 -1.5808  0.030
23 H 4.2257 2.4179 -1.7188  -0.020
24 C -2.5942 2.6256 -1.7893  -0.960
25 Cl -2.7734 1.3584 -3.0061  0.535
26 Cl -2.7331 1.9845 -0.1381  0.559
27 H -1.6115 3.0683 -1.8973  0.028
28 H -3.3631 3.3726 -1.9412  0.040
29 C -2.2678 -0.2369 4.8958  -0.961
30 Cl -1.2960 0.7561 3.7828  0.524
31 Cl -3.4157 -1.2598 4.0324  0.569
32 H -1.5969 -0.8658 5.4673  0.034
33 H -2.8181 0.4323 5.5448  0.032
34 C -3.6799 1.9816 -6.5105  -1.055
35 Cl -5.1435 2.4745 -7.3613  0.523
36 Cl -2.3917 3.1892 -6.6357  0.494
37 H -3.9175 1.8538 -5.4623  -0.040
38 H -3.3233 1.0550 -6.9440  0.026
39 C 3.4514 -4.7525 3.8172  -1.040
40 Cl 4.1225 -6.3703 3.9915  0.534
41 Cl 1.7251 -4.6993 4.2180  0.471
42 H 3.9765 -4.0838 4.4881  0.026
43 H 3.5723 -4.4393 2.7865  0.006

Summary:
multiplicity: 1
net charge: +1
gap between HOMO and LUMO: 8.91 eV
F_max: 0.8 eV Å⁻¹

---

[6]
This record from OMol25 describes a structure of composition C6H12N2O2 in a non-equilibrium geometry. The level of theory is ωB97M-V/def2-TZVPD.

Each line ends with the Löwdin charge.
Atoms and positions in Å:
1 C -2.7828 -0.4188 0.1762  -0.404
2 C -1.7333 0.4921 0.9364  -0.056
3 C -0.6718 1.0594 -0.2152  -0.220
4 C 0.7697 1.5200 -0.0585  -0.178
5 C 1.7620 0.4857 -0.6858  -0.187
6 C 1.6408 -1.0084 -0.1021  -0.466
7 H -2.6809 -2.1711 -0.9172  0.161
8 H -1.0601 -1.0697 -1.2913  0.179
9 H -2.3057 1.3689 1.5251  0.145
10 H -0.9824 0.0674 1.5694  0.077
11 H -1.1048 1.8806 -0.7862  0.099
12 H -0.8639 0.3822 -1.0640  0.054
13 H 0.9133 2.5763 -0.3972  0.110
14 H 1.4227 1.2291 1.1368  0.197
15 H 2.7682 0.8629 -0.5633  0.078
16 H 1.6574 0.5565 -1.7136  0.075
17 H 2.4898 -2.0970 1.5441  0.059
18 H 3.8348 -0.7923 0.6420  0.300
19 N -2.0699 -1.2690 -0.6603  0.032
20 N 2.4152 -1.2095 1.0609  0.081
21 O -4.1464 -0.5992 0.2739  -0.118
22 O 0.7284 -1.8460 -0.4100  -0.018

Summary:
multiplicity: 1
gap between HOMO and LUMO: 8.34 eV
F_max: 8.0 eV Å⁻¹
relative energy (zero: lowest compared OMol25 entry of this formula, charge and spin): 7.3106 eV

---

[7]
This record from OMol25 describes a cluster of 2 separate species, C2H4FNO in total in a non-equilibrium geometry. The level of theory is ωB97M-V/def2-TZVPD.

Each line ends with the Löwdin charge.
Atoms and positions in Å:
1 C 2.0417 -0.6740 0.3252  -0.055
2 C -1.9503 0.5962 -0.3078  -0.025
3 N 0.8705 -0.2101 0.1436  -0.169
4 O 0.2782 0.3040 -0.8293  -0.063
5 F -1.8886 -0.2748 0.6610  -0.007
6 H 2.1650 -1.0613 1.4400  0.099
7 H 2.9660 -0.4542 -0.2568  0.073
8 H -2.2344 1.5507 0.0930  0.074
9 H -2.2481 0.2235 -1.2689  0.072

Summary:
multiplicity: 1
gap between HOMO and LUMO (alpha / beta): 10.04 / 7.49 eV
F_max: 3.0 eV Å⁻¹
relative energy (zero: lowest compared OMol25 entry of this formula, charge and spin): 6.0446 eV